DFT (ωB97M-V with the def2-TZVPD basis set) results for one molecule with the formula C28H42N2O4.

Output
Orbital gap in eV: 9.24
E_tot in eV: -40888.146
HOMO level in eV: -8.58
Structure (SMILES): CCO[C@H]1OC(C(=O)N2CCN(Cc3ccccc3)CC2)=C[C@@H](C2CCCCC2)[C@@H]1CCCO
M in g mol⁻¹: 470.65
Energy above the lowest of the compared OMol25 structures with the same formula, charge and spin in eV: 0.093
Net charge: 0

Atoms and positions in Å:
C1 -1.804472 -2.992454 2.516764
C2 -2.608027 -1.781075 2.979964
H1 -2.118666 -1.308515 3.844672
O1 -2.827588 -0.807836 1.973360
C3 -1.778683 0.071570 1.718256
C4 -2.312923 1.195147 0.811994
C5 -1.450817 2.461283 0.941101
C6 0.007946 2.266248 0.536194
C7 0.783707 3.579020 0.520384
O2 2.116195 3.290875 0.152158
H2 2.632247 4.103141 0.164886
H3 0.750999 4.044588 1.516368
H4 0.328610 4.276706 -0.198634
H5 0.506404 1.594283 1.234125
H6 0.076003 1.820138 -0.456359
H7 -1.487682 2.811350 1.976257
H8 -1.897394 3.240301 0.317806
H9 -3.301780 1.431204 1.212532
C8 -2.459140 0.751002 -0.659020
C9 -1.612304 -0.442641 -0.962528
C10 -0.762444 -0.998351 -0.102256
O3 -0.642800 -0.584206 1.205295
C11 0.095413 -2.138264 -0.557466
O4 -0.348865 -2.929608 -1.376373
N1 1.345943 -2.257407 -0.054277
C12 2.083740 -1.246900 0.666372
H10 1.410131 -0.525226 1.116156
C13 3.054732 -0.548139 -0.283654
N2 3.968577 -1.528971 -0.841108
C14 3.227717 -2.537480 -1.576832
C15 2.237890 -3.235683 -0.642434
H11 1.636694 -3.957796 -1.196128
H12 2.782462 -3.738781 0.161430
H13 3.932908 -3.272077 -1.973163
H14 2.668513 -2.098167 -2.423015
C16 5.003414 -0.900406 -1.646627
C17 5.894533 -0.048947 -0.784110
C18 6.065742 1.305069 -1.032945
C19 6.884502 2.070341 -0.219751
C20 7.535297 1.489636 0.854302
C21 7.364314 0.139272 1.112956
C22 6.549986 -0.624548 0.298016
H15 6.405655 -1.675739 0.496483
H16 7.868926 -0.317477 1.952071
H17 8.172461 2.087172 1.489826
H18 7.011524 3.123650 -0.424249
H19 5.554014 1.765156 -1.866440
H20 5.599156 -1.699698 -2.100105
H21 4.573006 -0.291776 -2.462126
H22 3.630079 0.200713 0.263337
H23 2.479688 -0.031008 -1.073726
H24 2.655852 -1.745308 1.455886
H25 -1.666398 -0.851162 -1.958996
H26 -2.074295 1.570585 -1.283093
C23 -3.906600 0.520536 -1.150240
C24 -4.742398 1.800998 -1.103100
C25 -6.119410 1.559113 -1.716019
C26 -6.839322 0.432810 -0.981501
C27 -6.005469 -0.843884 -1.023472
C28 -4.628188 -0.603992 -0.412110
H27 -4.736446 -0.347791 0.641414
H28 -4.029389 -1.514179 -0.466766
H29 -6.516978 -1.640105 -0.479006
H30 -5.893237 -1.168033 -2.060985
H31 -7.001079 0.725036 0.058761
H32 -7.816974 0.257729 -1.436064
H33 -6.712011 2.475778 -1.669238
H34 -6.005399 1.288742 -2.768496
H35 -4.869089 2.130147 -0.069854
H36 -4.231363 2.599290 -1.647994
H37 -3.820984 0.224043 -2.203334
H38 -1.414637 0.500723 2.671847
H39 -3.614886 -2.094426 3.270353
H40 -1.849688 -3.767076 3.278311
H41 -2.222384 -3.379615 1.590689
H42 -0.764761 -2.728642 2.343285

Cartesian forces (eV/Å) of the 6 atoms listed first:
C -0.096 0.326 0.016
C 0.090 -0.248 0.144
H -0.106 -0.022 -0.034
O 0.136 0.084 -0.258
C -0.420 0.614 0.477
C 0.073 -0.045 0.088


DFT (ωB97M-V with the def2-TZVPD basis set) results for an isolated ion of composition C28H42N3 and charge +1.

Output
Orbital gap in eV: 7.99
E_tot in eV: -34182.531
HOMO level in eV: -10.26
Structure (SMILES): Cc1cccc(Cc2n(CCCCCCCCCCCCn3cccc3)cc[n+]2C)c1
M in g mol⁻¹: 420.67
Net charge: +1

Atoms and positions in Å:
C1 -3.373140 1.723869 2.138061
C2 -3.184238 1.067071 0.796458
C3 -3.591788 -0.243269 0.538110
C4 -3.375488 -0.796582 -0.721661
C5 -2.764894 -0.071432 -1.738618
C6 -2.365462 1.243049 -1.496489
C7 -1.688867 2.061923 -2.591795
C8 -0.307968 2.392915 -2.193017
N1 0.740646 1.563906 -2.299042
C9 0.611454 0.191451 -2.856593
C10 1.894288 -0.582295 -2.722360
C11 1.775087 -2.065178 -3.065460
C12 0.575005 -2.790344 -2.422080
C13 0.999208 -3.714805 -1.270441
C14 -0.216579 -4.192096 -0.481897
C15 0.036042 -4.549093 0.992138
C16 0.886005 -3.535751 1.754258
C17 0.197854 -2.169158 1.897804
C18 0.514605 -1.156116 0.784547
C19 0.142342 0.286141 1.192458
C20 1.351043 1.222141 1.383355
N2 1.684583 1.440945 2.776378
C21 2.793495 0.957496 3.414948
C22 2.761971 1.390449 4.722032
C23 1.593604 2.160986 4.878940
C24 0.948827 2.182535 3.661647
C25 1.841632 2.165706 -1.759561
C26 1.465599 3.393857 -1.337861
N3 0.126026 3.519344 -1.620814
C27 -0.619302 4.730095 -1.280135
C28 -2.579125 1.793151 -0.231213
H1 -4.045655 2.571182 2.037524
H2 -3.728659 1.027133 2.884918
H3 -2.414571 2.123886 2.461005
H4 -4.073367 -0.816364 1.313579
H5 -3.699249 -1.810739 -0.899376
H6 -2.603907 -0.528418 -2.703612
H7 -1.663544 1.447805 -3.485479
H8 -2.269932 2.954806 -2.793244
H9 0.296630 0.300116 -3.890828
H10 -0.207134 -0.265553 -2.310926
H11 2.627269 -0.138700 -3.398768
H12 2.310558 -0.469744 -1.724703
H13 2.686268 -2.537236 -2.704988
H14 1.768087 -2.235021 -4.137704
H15 0.097333 -3.401303 -3.182524
H16 -0.148570 -2.107340 -1.990499
H17 1.541387 -4.563940 -1.678494
H18 1.702137 -3.155773 -0.660302
H19 -0.601049 -5.074101 -0.991329
H20 -1.017289 -3.453122 -0.509941
H21 0.415013 -5.560262 1.109714
H22 -0.935998 -4.553974 1.486197
H23 1.871987 -3.420754 1.312592
H24 1.051744 -3.933166 2.753394
H25 -0.882990 -2.285614 1.933140
H26 0.540210 -1.721896 2.827946
H27 -0.033822 -1.417375 -0.119722
H28 1.572943 -1.198580 0.532710
H29 -0.430691 0.260227 2.114090
H30 -0.503260 0.724499 0.429756
H31 1.140178 2.182630 0.919333
H32 2.225055 0.773535 0.923171
H33 3.528459 0.352643 2.920078
H34 3.486487 1.165262 5.479290
H35 1.261485 2.652256 5.773682
H36 0.039570 2.666931 3.361916
H37 2.814362 1.723270 -1.705634
H38 2.050421 4.154874 -0.864018
H39 -1.544290 4.773598 -1.837319
H40 -0.815307 4.780252 -0.215892
H41 -0.018174 5.584072 -1.566589
H42 -2.262588 2.809086 -0.044240

Cartesian forces (eV/Å) of the 6 atoms listed first:
C 0.330 -0.009 -0.485
C -0.094 0.012 -0.150
C 0.366 0.502 -0.435
C -0.049 -0.009 0.223
C 0.007 0.202 0.402
C -0.233 -0.132 0.330


DFT (ωB97M-V with the def2-TZVPD basis set) results for one molecule with the formula C28H42N4O4S at a distorted geometry.

Output
Orbital gap in eV: 8.23
E_tot in eV: -54705.192
HOMO level in eV: -8.33
Structure (SMILES): CCn1cc(C(=O)NCCCN2CCC[C@H](C)C2)c(=O)c2cc(S(=O)(=O)N(C)C3CCCCC3)ccc21
M in g mol⁻¹: 530.74
Energy above the lowest of the compared OMol25 structures with the same formula, charge and spin in eV: 0.000
Net charge: 0

Atoms and positions in Å:
C1 1.360337 6.409358 -0.536140
H1 2.439564 6.280637 -0.505955
H2 0.969687 6.269465 0.468587
H3 1.140270 7.423036 -0.859179
C2 0.741321 5.408175 -1.507994
N1 1.023764 4.042471 -1.106507
C3 2.023159 3.379949 -1.722603
C4 2.470118 2.139340 -1.393424
C5 1.909564 1.451491 -0.249180
O1 2.318601 0.389005 0.210581
C6 0.750503 2.146032 0.343159
C7 0.034051 1.491205 1.347316
C8 -1.069127 2.079304 1.909842
C9 -1.474268 3.345233 1.510154
C10 -0.777661 4.016437 0.531132
C11 0.336979 3.424850 -0.085653
H4 -1.112740 4.998381 0.241636
H5 -2.343066 3.778320 1.980184
S1 -1.985813 1.197219 3.169669
O2 -1.119559 0.939933 4.280485
O3 -3.206676 1.916864 3.421187
N2 -2.275793 -0.249659 2.368783
C12 -3.291429 -0.072318 1.356283
H6 -4.236562 0.280771 1.780208
H7 -2.929248 0.677416 0.651927
H8 -3.449819 -1.008445 0.826094
C13 -2.368663 -1.406500 3.249493
C14 -2.018221 -2.701243 2.517163
C15 -1.966573 -3.852186 3.518678
C16 -3.302117 -3.992927 4.243972
C17 -3.670303 -2.690791 4.950337
C18 -3.721762 -1.538664 3.950893
H9 -4.503665 -1.734119 3.213001
H10 -3.953028 -0.599203 4.457423
H11 -2.924511 -2.468767 5.716104
H12 -4.638407 -2.796098 5.444236
H13 -3.244914 -4.805775 4.970588
H14 -4.081690 -4.245771 3.521152
H15 -1.725214 -4.782076 2.999236
H16 -1.177184 -3.659457 4.247713
H17 -1.056246 -2.585001 2.017239
H18 -2.772872 -2.919635 1.758546
H19 -1.601601 -1.218533 4.007286
H20 0.358169 0.513086 1.665931
C19 3.528895 1.567614 -2.287291
O4 4.032253 2.248975 -3.170408
N3 3.850570 0.290305 -2.046686
C20 4.731309 -0.446507 -2.915134
C21 3.966703 -1.250557 -3.972384
H21 4.685570 -1.677024 -4.674519
H22 3.322420 -0.568730 -4.527967
C22 3.150823 -2.395327 -3.369215
N4 2.113673 -1.938734 -2.458801
C23 1.712949 -2.968969 -1.517749
C24 0.778512 -2.380231 -0.466977
C25 -0.461731 -1.795406 -1.132347
C26 -0.032627 -0.773178 -2.183168
C27 -1.231913 -0.194312 -2.926510
H23 -1.918479 0.278263 -2.226732
H24 -0.911310 0.550695 -3.651930
H25 -1.768654 -0.979008 -3.456422
C28 0.950795 -1.423468 -3.158013
H26 1.281140 -0.675826 -3.882355
H27 0.433370 -2.229643 -3.714627
H28 0.490913 0.040564 -1.675507
H29 -1.099838 -1.318465 -0.385642
H30 -1.035300 -2.592797 -1.614282
H31 1.309313 -1.590520 0.065067
H32 0.501546 -3.159341 0.245818
H33 2.609746 -3.358037 -1.028809
H34 1.210815 -3.810864 -2.032725
H35 2.726420 -3.006010 -4.187643
H36 3.833141 -3.035150 -2.802365
H37 5.376517 0.281743 -3.414381
H38 5.343413 -1.116852 -2.305937
H39 3.312912 -0.233408 -1.363860
H40 2.502461 3.878187 -2.555774
H41 -0.338697 5.554230 -1.581125
H42 1.165017 5.556980 -2.503183

Cartesian forces (eV/Å) of the 6 atoms listed first:
C -0.126 -0.118 -0.159
H 0.094 0.007 0.015
H -0.017 0.025 0.095
H -0.013 0.124 0.005
C 0.000 0.583 0.095
N 0.113 -0.205 -0.217